i.
C2H6N4O | the ωB97M-V functional and the def2-TZVPD basis

Calculated values
* structure (SMILES): [H]/N=N/C=N\N.C=O
* Kohn-Sham gap (spin up / spin down): 8.79 / 8.80 eV

```
! RIJCOSX wB97M-V def2-TZVPD def2/J DEFGRID3
* xyz 0 1
O 1.46488 -1.56962 0.39507
N -1.34953 0.50152 0.37558
N -2.57621 0.27861 0.17112
N 1.36324 1.27122 0.60741
N 0.78517 1.02912 -0.50932
C -0.39457 0.54042 -0.68632
C 0.63215 -1.58703 -0.45767
H -0.37380 -1.87990 -0.07249
H 2.29089 1.55792 0.73292
H 0.89714 1.26086 1.55438
H -3.08732 0.17840 1.02437
H 0.96368 -1.75214 -1.49914
H -0.61573 0.17061 -1.63589
*
```

Atomic partial charges in e from the Löwdin method, atoms 1 to 4: number 1, O, carries -0.0363; number 2, N, carries -0.0555; number 3, N, carries 0.0649; number 4, N, carries 0.0581

---

ii.
C2H6N4O | the ωB97M-V functional and the def2-TZVPD basis

Calculated values
* Kohn-Sham gap (spin up / spin down): 8.19 / 8.19 eV

```
! RIJCOSX wB97M-V def2-TZVPD def2/J DEFGRID3
* xyz 0 1
O -0.30479 -1.99598 0.31769
N -0.30061 -0.01940 -1.33311
N -1.33374 1.35464 0.32639
N 1.51565 -0.11777 1.14976
N -0.59221 -0.73648 0.85821
C 1.95520 -0.07594 0.02986
C -0.81346 0.15724 -0.12212
H -0.17875 -2.52515 1.11486
H -0.41683 0.79788 -1.92847
H -1.70500 1.98430 -0.36471
H 1.03310 -0.13739 -0.93995
H -1.84454 1.31032 1.19400
H 2.98598 0.00373 -0.30244
*
```

Atomic partial charges in e from the Löwdin method, atoms 1 to 4: number 1, O, carries -0.0800; number 2, N, carries 0.0857; number 3, N, carries 0.1236; number 4, N, carries 0.1336

---

Which is the most stable structure? i is the most stable.

---

i.
C4H4O | the ωB97M-V functional and the def2-TZVPD basis

Calculated values
* Kohn-Sham gap (spin up / spin down): 8.38 / 8.58 eV

```
! RIJCOSX wB97M-V def2-TZVPD def2/J DEFGRID3
* xyz 0 1
O -1.25665 -1.78773 1.13440
C -0.59304 -0.92141 0.64576
C 0.60348 -0.15589 0.62961
C -0.60197 -0.04058 -0.51881
C 0.81316 0.27683 -0.75301
H 0.73530 0.60781 1.48384
H 1.49136 -0.33742 -1.47250
H 1.12509 1.33666 -0.82728
H -2.31673 1.02173 -0.32202
*
```

Atomic partial charges in e from the Löwdin method, atoms 1 to 4: number 1, O, carries 0.0967; number 2, C, carries -0.4994; number 3, C, carries -0.0616; number 4, C, carries -0.0015

---

ii.
C4H4O | the ωB97M-V functional and the def2-TZVPD basis

Calculated values
* structure (SMILES): O=C1C=CC1
* Kohn-Sham gap: 9.66 eV

```
! RIJCOSX wB97M-V def2-TZVPD def2/J DEFGRID3
* xyz 0 1
O 2.25576 -0.31938 0.02634
C -0.97460 0.44822 0.08334
C -0.31644 -0.92828 0.02096
C 0.19815 1.14764 -0.03870
C 1.11746 -0.01967 0.00308
H -2.08193 0.62520 0.28196
H 0.47431 2.22582 -0.15969
H -0.38717 -1.65465 0.71073
H -0.28554 -1.52490 -0.92800
*
```

Atomic partial charges in e from the Löwdin method, atoms 1 to 4: number 1, O, carries 0.1183; number 2, C, carries -0.0230; number 3, C, carries -0.0833; number 4, C, carries -0.0342

---

Which is the most stable structure? ii is the most stable.

---

i.
C2H4N2O2 | the ωB97M-V functional and the def2-TZVPD basis

Calculated values
* structure (SMILES): NC(=O)NC=O
* Kohn-Sham gap: 10.75 eV

```
! RIJCOSX wB97M-V def2-TZVPD def2/J DEFGRID3
* xyz 0 1
O -2.79204 -0.19665 -0.68071
O 0.38125 0.85702 1.33713
N -0.51857 -0.24846 -0.44448
N 1.81797 -0.17064 0.00662
C 0.55186 0.17500 0.33998
C -1.80334 0.12188 -0.06655
H -0.42835 -0.82053 -1.27377
H 2.17105 -0.69845 -0.77557
H 2.40578 0.25220 0.70821
H -1.78560 0.72862 0.84913
*
```

Atomic partial charges in e from the Löwdin method, atoms 1 to 4: number 1, O, carries 0.0478; number 2, O, carries 0.0394; number 3, N, carries 0.1318; number 4, N, carries 0.1677

---

ii.
C2H4N2O2 | the ωB97M-V functional and the def2-TZVPD basis

Calculated values
* structure (SMILES): NC(=O)NC=O
* Kohn-Sham gap: 10.98 eV

```
! RIJCOSX wB97M-V def2-TZVPD def2/J DEFGRID3
* xyz 0 1
O 0.39382 1.54318 -2.27465
O 1.24399 -0.54230 1.11339
N -0.13744 0.33647 -0.48962
N -1.00202 -0.79084 1.34995
C 0.79304 0.91010 -1.32182
C 0.11703 -0.36160 0.69955
H -1.91074 -0.80086 0.92017
H -1.03928 0.59759 -0.87305
H 1.84797 0.74550 -1.07112
H -0.84650 -1.37121 2.15930
*
```

Atomic partial charges in e from the Löwdin method, atoms 1 to 4: number 1, O, carries 0.0362; number 2, O, carries 0.0639; number 3, N, carries 0.1179; number 4, N, carries 0.1642

---

iii.
C2H4N2O2 | the ωB97M-V functional and the def2-TZVPD basis

Calculated values
* Kohn-Sham gap: 10.94 eV

```
! RIJCOSX wB97M-V def2-TZVPD def2/J DEFGRID3
* xyz 0 1
O -1.48056 -0.56603 1.17191
O 0.60870 0.91639 0.97565
N 0.75340 -0.88412 -0.16186
N -1.24887 0.74057 -0.71278
C -0.83664 -0.01637 0.34532
C 1.37888 0.01045 0.53192
H -2.17482 0.51950 -1.05176
H 1.19863 -1.75113 -0.43713
H 2.45430 0.02767 0.73212
H -0.55648 0.91721 -1.42085
*
```

Atomic partial charges in e from the Löwdin method, atoms 1 to 4: number 1, O, carries 0.1220; number 2, O, carries 0.0118; number 3, N, carries 0.1178; number 4, N, carries 0.1547

---

iv.
C2H4N2O2 | the ωB97M-V functional and the def2-TZVPD basis

Calculated values
* structure (SMILES): N=C=O.NC=O
* Kohn-Sham gap: 10.92 eV

```
! RIJCOSX wB97M-V def2-TZVPD def2/J DEFGRID3
* xyz 0 1
O -0.29900 -0.65382 0.03872
O 4.02359 1.49487 -0.00542
N -2.34055 0.30025 0.11357
N 2.57133 -0.33548 0.06540
C 3.22584 0.65428 0.02700
C -1.48711 -0.69499 -0.16355
H -1.98299 1.15062 0.52099
H -1.98445 -1.57591 -0.60427
H -3.32572 0.23038 -0.06690
H 1.59907 -0.57021 0.07446
*
```

Atomic partial charges in e from the Löwdin method, atoms 1 to 4: number 1, O, carries 0.0021; number 2, O, carries 0.1358; number 3, N, carries 0.1323; number 4, N, carries 0.2086

---

Which is the most stable structure? ii is the most stable.

---

i.
C2H4N2O2 | the ωB97M-V functional and the def2-TZVPD basis

Calculated values
* Kohn-Sham gap (spin up / spin down): 8.65 / 8.84 eV

```
! RIJCOSX wB97M-V def2-TZVPD def2/J DEFGRID3
* xyz 0 1
O 0.57686 -1.79644 -0.16899
O 2.70541 0.53442 0.11759
N 1.49273 0.55137 0.00140
N -0.57485 -1.31278 0.28180
C 0.35219 1.02484 -0.04840
C -0.88003 -0.01722 -0.22207
H -0.91218 -1.40400 1.30118
H -0.18299 1.97176 -0.34835
H -0.97580 -0.05590 -1.27095
H -1.60134 0.50395 0.35680
*
```

Atomic partial charges in e from the Löwdin method, atoms 1 to 4: number 1, O, carries -0.0632; number 2, O, carries 0.0556; number 3, N, carries -0.1008; number 4, N, carries -0.1508

---

ii.
C2H4N2O2 | the ωB97M-V functional and the def2-TZVPD basis

Calculated values
* structure (SMILES): NN(C=O)C=O
* Kohn-Sham gap: 10.40 eV

```
! RIJCOSX wB97M-V def2-TZVPD def2/J DEFGRID3
* xyz 0 1
O -0.66603 1.07974 2.07909
O 1.37582 1.84807 0.22024
N -0.27436 -1.11090 -0.59080
N -0.16153 0.13827 -0.08348
C -0.94721 0.34617 1.12980
C 0.94462 0.87798 -0.38813
H 1.61095 0.34801 -1.22432
H -1.53041 -0.59116 1.02286
H 0.56651 -1.65154 -0.57150
H -0.91834 -1.28463 -1.59375
*
```

Atomic partial charges in e from the Löwdin method, atoms 1 to 4: number 1, O, carries 0.0714; number 2, O, carries 0.0479; number 3, N, carries -0.0173; number 4, N, carries -0.1856

---

Which is the most stable structure? ii is the most stable.

---

i.
CH10NO3 | the ωB97M-V functional and the def2-TZVPD basis

Calculated values
* Kohn-Sham gap: 10.18 eV

```
! RIJCOSX wB97M-V def2-TZVPD def2/J DEFGRID3
* xyz 1 1
O -0.98877 2.97824 -1.92093
O 0.38953 -1.54064 -1.18132
O 0.19824 -2.77516 1.93437
N 0.33949 0.15247 0.75872
C 0.73687 1.33821 0.49100
H -0.46559 -0.14708 1.30101
H 0.77468 1.61774 -0.56440
H -0.31819 -1.79547 -1.78307
H -0.64508 3.75497 -2.37146
H 0.58501 2.15400 1.18899
H 0.80902 -2.40646 -0.99738
H 0.68887 -3.23324 2.64935
H -1.76538 3.35848 -1.52826
H 0.40200 -0.51649 -0.11402
H -0.74069 -2.93957 2.13740
*
```

Atomic partial charges in e from the Löwdin method, atoms 1 to 4: number 1, O, carries -0.0460; number 2, O, carries -0.0096; number 3, O, carries -0.0777; number 4, N, carries 0.1597

---

ii.
CH10NO3 | the ωB97M-V functional and the def2-TZVPD basis

Calculated values
* Kohn-Sham gap: 9.59 eV

```
! RIJCOSX wB97M-V def2-TZVPD def2/J DEFGRID3
* xyz 1 1
O -1.30179 -1.88397 0.32345
O -0.27316 0.56582 3.23388
O 0.07987 0.98630 -3.87133
N 0.96965 0.05725 0.80213
C 1.29552 0.53093 -0.34239
H 1.75635 -0.16338 -1.03170
H -2.11195 -1.45225 0.02574
H -0.41836 0.29391 -4.31535
H 0.52370 0.67929 1.50695
H 0.00159 1.76564 -4.42932
H -0.10056 0.98145 4.08528
H -1.40712 -2.84066 0.25072
H -0.71406 -0.27511 3.41113
H 0.48059 -0.83745 0.90101
H 1.21974 1.59224 -0.55020
*
```

Atomic partial charges in e from the Löwdin method, atoms 1 to 4: number 1, O, carries -0.0490; number 2, O, carries -0.0450; number 3, O, carries -0.0677; number 4, N, carries 0.1753

---

Which is the most stable structure? ii is the most stable.

---

i.
C4H13NOS2 | the ωB97M-V functional and the def2-TZVPD basis

Calculated values
* Kohn-Sham gap (spin up / spin down): 8.85 / 4.78 eV

```
! RIJCOSX wB97M-V def2-TZVPD def2/J DEFGRID3
* xyz 1 2
S 1.55477 1.19356 -0.58747
S 2.92350 -0.07646 -1.32461
O -2.90274 1.55685 1.53180
N -1.02019 -0.59561 0.13663
C 0.19728 -0.75610 0.93373
C -2.06285 -1.60492 0.50478
C 0.93979 0.56313 0.99488
C -3.32865 -1.34494 -0.28625
H -0.88488 -0.78628 -0.85174
H -0.06335 -1.17321 1.90348
H 2.06910 -1.12935 -1.33126
H -3.76795 1.63083 1.10877
H 0.13685 1.31473 1.04097
H 0.80040 -1.55951 0.48053
H -4.15849 -1.96241 0.06003
H 1.59642 0.72502 1.84816
H -3.64629 -0.30810 -0.30237
H -2.27681 -1.50950 1.56307
H -3.20373 -1.68929 -1.31833
H -1.65097 -2.57360 0.20915
H -2.36520 1.16560 0.82788
*
```

Atomic partial charges in e from the Löwdin method, atoms 1 to 4: number 1, S, carries 0.7247; number 2, S, carries 0.6027; number 3, O, carries -0.0658; number 4, N, carries -0.1065

---

ii.
C4H13NOS2 | the ωB97M-V functional and the def2-TZVPD basis

Calculated values
* Kohn-Sham gap (spin up / spin down): 4.33 / 6.74 eV

```
! RIJCOSX wB97M-V def2-TZVPD def2/J DEFGRID3
* xyz 1 2
S -0.48498 -2.13035 0.50935
S 0.43533 1.76563 -0.66620
O 0.12398 -0.32560 3.02334
N 0.71078 -0.66903 -3.05732
C 0.77266 -1.54076 -1.81562
C -0.18426 1.70721 1.06521
C -0.89100 2.98460 1.58891
C -0.56857 -1.62841 -1.13554
H 1.36075 -0.98131 -3.79490
H -1.37786 -2.24763 -1.68940
H -0.22289 3.92475 1.23577
H -1.24662 3.05461 2.72600
H -0.02901 -1.01623 2.23872
H -1.82948 3.26798 1.05844
H 0.79141 0.31354 -2.77206
H 1.40054 -0.93989 -1.05730
H -0.77980 -0.52732 -1.27760
H 1.17745 -2.57966 -1.88649
H -0.74488 0.81583 1.38040
H 0.76289 1.62111 1.77388
H 0.79166 -0.71805 3.57093
*
```

Atomic partial charges in e from the Löwdin method, atoms 1 to 4: number 1, S, carries 0.9335; number 2, S, carries 0.8876; number 3, O, carries -0.1354; number 4, N, carries 0.0939

---

Which is the most stable structure? i is the most stable.